1.
Computed, not measured: a structure of composition C24H21N8O2PtS5 in a non-equilibrium geometry, with wB97M-V/def2-TZVPD.

Output
Spin multiplicity = 5
E_HOMO (alpha / beta) = -7.84 / -9.99 eV
⟨S²⟩ = 6.102
Relative energy (zero: lowest compared OMol25 entry of this formula, charge and spin) = 77.8 kJ/mol
DFT total energy = -98655.87257 eV
Total charge = +1

Element x y z (Å)
1 Pt 13.87716 10.78187 8.67374
2 C 14.51949 12.70674 12.41414
3 C 14.29226 12.41395 11.00075
4 N 14.68023 11.24774 10.44738
5 N 15.46176 10.41143 11.07577
6 C 16.30719 9.78863 10.18291
7 N 17.06892 8.84584 10.73716
8 S 16.20431 10.36786 8.42589
9 C 13.67954 13.27038 10.01858
10 C 13.19246 14.54692 10.20083
11 C 12.90352 15.28298 9.07455
12 C 13.23536 14.86793 7.77058
13 C 13.65686 13.57202 7.63153
14 N 13.73425 12.78670 8.72069
15 H 15.07200 11.91570 12.91227
16 H 13.52767 12.73620 12.87195
17 H 15.01977 13.69041 12.53596
18 H 16.77812 8.39725 11.58654
19 H 17.64290 8.33066 10.08024
20 H 13.21476 15.11125 11.13780
21 H 12.40730 16.22375 9.20852
22 H 13.25082 15.57419 6.96805
23 H 13.89140 13.10854 6.67088
24 S 12.68018 9.96298 6.35386
25 C 11.47085 10.35669 7.47794
26 N 11.88662 10.79780 8.68147
27 C 10.88380 10.73035 9.58470
28 C 10.95307 10.92949 11.02390
29 C 9.84840 10.84208 11.80152
30 C 8.62891 10.62401 11.20194
31 C 8.52649 10.42682 9.81293
32 C 9.65709 10.37528 8.97462
33 S 9.75961 9.99939 7.29829
34 H 11.85298 11.30289 11.54483
35 H 9.81610 10.97752 12.89547
36 H 7.78457 10.45442 11.87152
37 H 7.55679 10.15609 9.36610
38 N 21.08528 6.18367 6.55520
39 C 19.75356 6.24308 6.45536
40 C 19.08384 7.44825 6.77291
41 C 17.70126 7.55726 6.49847
42 C 16.93631 6.49694 6.07411
43 C 17.59081 5.24179 5.85023
44 C 18.96189 5.17818 6.10457
45 S 15.22893 6.89648 5.74838
46 O 14.44185 5.69705 5.97138
47 O 15.05734 7.50554 4.47001
48 N 14.88824 8.12049 6.79908
49 C 14.30072 7.84022 7.90346
50 S 13.93482 6.13024 8.39081
51 C 13.14810 6.73348 9.75636
52 C 13.31794 8.11688 9.91514
53 N 13.88020 8.75054 8.83861
54 H 21.55834 6.92122 7.09018
55 H 21.68322 5.55330 6.03111
56 H 19.68628 8.30057 6.96590
57 H 17.26977 8.53907 6.44236
58 H 16.99696 4.41376 5.36948
59 H 19.44526 4.23621 5.85965
60 H 12.54460 6.09902 10.43191
61 H 13.12431 8.67688 10.80991

Forces on the atoms, in the same order (eV/Å):
1.8421 -0.0096 -1.4216
-0.1661 0.8955 0.6326
-0.3772 -0.3686 -2.4301
-0.9509 2.5187 2.3049
3.0201 -2.9923 -1.2960
-3.3969 3.1164 1.6870
1.4079 -0.9592 -1.7497
1.2450 -0.4941 1.5059
1.3051 -1.5152 1.2936
-0.1545 1.9204 -0.4840
-0.2166 0.2390 0.5211
0.2209 -0.5901 0.1858
-0.3904 0.3368 -0.0030
0.4557 -0.8584 -0.6606
0.1804 0.0944 -0.1521
0.0441 0.3284 0.4114
-0.3050 -0.6033 0.1799
-0.0121 0.1866 0.1420
-0.0336 -0.1545 0.4837
-0.3888 -0.7854 -0.0163
0.1879 0.5656 0.0176
-0.2414 0.0494 -0.4377
-0.0216 0.1627 0.3226
-1.1904 0.5850 -0.3942
0.5665 -0.4151 -1.4416
-2.0663 -0.8439 -0.3576
-0.1788 0.2074 1.3690
1.6764 0.9425 -0.6271
-0.2100 0.2230 0.7452
-1.1900 -1.0871 -1.5260
-0.9641 -0.8214 0.0547
-1.2596 0.6542 1.9401
1.1032 0.4452 0.8295
-0.0677 -0.5371 -0.9000
0.6251 -0.0112 -0.7107
-0.1308 0.3445 -0.5851
0.4238 0.2963 0.3986
2.1408 0.3769 0.6246
-1.4409 1.6889 1.0370
-1.3218 -1.0106 -1.1947
1.8502 0.6490 0.1708
0.2648 -0.7909 0.0716
-1.1955 0.8189 -0.2476
-1.2445 -2.0947 -1.5443
0.7400 -1.6703 -2.1886
0.2587 0.4545 0.5770
0.1755 0.3537 -0.0717
-0.2883 0.1787 1.0143
0.1567 -1.0228 -0.3736
-0.8695 0.5227 0.5675
0.0185 0.1643 0.7584
0.5181 -0.0557 -1.5916
-0.6640 -1.6872 1.4073
-0.3209 -0.6578 -0.7464
-0.5339 0.1061 0.3303
0.1700 0.8070 0.3037
-0.1040 0.3483 0.5588
0.9332 0.7496 0.9154
0.0224 0.0260 0.1065
0.7540 0.4215 -0.4050
-0.4110 0.2582 0.0885

Löwdin atomic charge list, values in e, 2 entries: atom 1 (Pt): 1.10, atom 2 (C): -0.03

=====

2.
Computed, not measured: a structure of composition C6H10O, with wB97M-V/def2-TZVPD.

Output
Spin multiplicity = 1
E_HOMO = -8.63 eV
Relative energy (zero: lowest compared OMol25 entry of this formula, charge and spin) = 530.4 kJ/mol
DFT total energy = -8425.74351 eV

Element x y z (Å)
1 C -1.51788 -0.74753 0.86423
2 C -0.08845 -0.27413 0.64799
3 C 0.81072 -1.24637 -0.19200
4 C 1.79280 -0.43792 -1.07872
5 C 1.27582 0.71595 -0.79542
6 C 0.03192 1.10756 -0.07902
7 O -1.03502 1.47366 -0.92380
8 H -2.05237 -0.85991 -0.08562
9 H -1.51654 -1.72379 1.36261
10 H -2.08763 -0.04813 1.48458
11 H 0.39597 -0.14074 1.62291
12 H 0.20430 -1.86604 -0.86693
13 H 1.35213 -1.94150 0.45886
14 H 1.56824 1.87852 -1.84928
15 H 2.06148 1.96746 -1.23960
16 H 0.13193 1.93560 0.62640
17 H -1.11179 0.79399 -1.60841

Forces on the atoms, in the same order (eV/Å):
-0.0434 -0.0251 -0.0027
0.0154 -0.0162 0.0804
-0.1141 -0.2100 0.0860
-0.2281 0.4112 0.1348
0.1260 -0.0690 -0.1560
0.2211 -0.0059 0.2187
-0.0641 -0.1777 -0.2257
0.0820 0.0087 0.1276
0.0121 0.1400 -0.0700
0.0787 -0.0907 -0.0893
-0.0537 -0.0034 -0.1378
0.0989 0.0964 0.0793
-0.0623 0.1147 -0.1299
-0.1316 -0.1528 -0.0753
0.0929 -0.0591 0.1754
0.0168 -0.1125 -0.0861
-0.0466 0.1515 0.0706

Löwdin atomic charge list, values in e, 2 entries: atom 1 (C): -0.07, atom 2 (C): -0.32

=====

3.
Computed, not measured: a cluster of 9 separate species, C28H68BClIN9O12PS2 in total in a non-equilibrium geometry, with wB97M-V/def2-TZVPD.

Output
Spin multiplicity = 1
E_HOMO = -10.23 eV
DFT total energy = -120375.01862 eV
Total charge = +1

Element x y z (Å)
1 N 0.22961 5.77901 3.57307
2 B -0.09567 4.83168 4.56170
3 O -0.54079 5.10395 5.82294
4 S 0.17359 2.97175 4.17426
5 C -1.47027 2.17314 4.21919
6 C -2.58668 2.94927 3.51802
7 C -3.62833 3.55911 4.48970
8 C -3.99890 4.99771 4.11530
9 S -4.79186 5.19950 2.52645
10 O -3.75632 5.22679 1.54442
11 O -5.69416 6.29212 2.60869
12 Cl -5.84463 3.49209 2.27233
13 P 1.05285 2.70353 2.12154
14 O 2.18754 3.84666 2.12497
15 I -0.58178 3.58274 0.59035
16 H 0.31990 6.70773 3.97177
17 H -0.42496 5.81181 2.79682
18 H -1.39306 4.69139 5.98833
19 H -1.69438 2.10431 5.28318
20 H -1.31636 1.15978 3.85691
21 H -2.20130 3.73511 2.87833
22 H -3.11579 2.24684 2.87767
23 H -3.29096 3.54545 5.52749
24 H -4.53076 2.95634 4.44741
25 H -3.07266 5.56040 3.99003
26 H -4.58493 5.49939 4.87841
27 H 2.78336 3.71084 2.87570
28 C -0.05704 -1.99892 4.20664
29 O 0.68944 -1.48156 3.39516
30 N -0.02383 -1.76100 5.52928
31 C -0.96793 -2.36876 6.44945
32 C 0.99548 -0.86212 6.04471
33 H -0.84886 -2.70731 3.91191
34 H -1.54247 -1.60056 6.97111
35 H -0.44358 -2.97407 7.18976
36 H -1.65589 -3.00814 5.90133
37 H 0.90267 0.10750 5.55305
38 H 1.98999 -1.25071 5.82651
39 H 0.87348 -0.75340 7.11862
40 C 6.20351 -1.55946 1.75130
41 O 6.77035 -2.05315 2.70723
42 N 4.88247 -1.31363 1.68800
43 C 4.25954 -0.73320 0.51284
44 C 4.06772 -1.65674 2.84081
45 H 6.74160 -1.27680 0.82923
46 H 3.77454 0.21131 0.77170
47 H 3.50558 -1.40395 0.10273
48 H 5.00898 -0.54260 -0.25222
49 H 4.42064 -1.11679 3.72194
50 H 4.14986 -2.72452 3.04853
51 H 3.02832 -1.40321 2.65007
52 C 1.75090 0.29314 -2.84880
53 O 2.30501 -0.22401 -1.89142
54 N 0.44229 0.56832 -2.90775
55 C -0.16464 1.20599 -4.06007
56 C -0.37409 0.21602 -1.75721
57 H 2.30276 0.59411 -3.75576
58 H -0.62418 2.15257 -3.77029
59 H -0.93099 0.55552 -4.48764
60 H 0.59303 1.40535 -4.81138
61 H 0.01572 0.72735 -0.87682
62 H -0.33040 -0.85744 -1.57271
63 H -1.40457 0.51455 -1.92226
64 C -3.82710 -0.71507 -0.53019
65 O -3.26295 0.27150 -0.07465
66 N -4.85667 -0.66942 -1.38154
67 C -5.48015 -1.87175 -1.91252
68 C -5.36089 0.63181 -1.78924
69 H -3.51697 -1.74185 -0.27705
70 H -5.40140 -1.88461 -2.99960
71 H -6.53586 -1.89841 -1.63611
72 H -4.99106 -2.75944 -1.52384
73 H -4.57499 1.20831 -2.27799
74 H -5.70044 1.19671 -0.92057
75 H -6.18936 0.49456 -2.47821
76 C 4.45304 -6.13807 -1.25776
77 O 4.31409 -7.31138 -1.53925
78 N 5.55792 -5.60932 -0.69933
79 C 5.65867 -4.19998 -0.38270
80 C 6.67841 -6.48827 -0.40741
81 H 3.66225 -5.38822 -1.43956
82 H 6.49187 -3.75173 -0.92940
83 H 5.82987 -4.06356 0.68724
84 H 4.73943 -3.68821 -0.66277
85 H 7.03483 -6.96275 -1.32163
86 H 6.37230 -7.27482 0.28219
87 H 7.48223 -5.90832 0.03839
88 C 0.88417 2.05415 -7.30908
89 O 1.33881 3.06069 -6.79950
90 N -0.05393 2.03058 -8.26968
91 C -0.55732 0.79130 -8.82817
92 C -0.57171 3.29800 -8.76173
93 H 1.21902 1.04409 -7.01014
94 H -0.36320 0.74949 -9.90102
95 H -1.63351 0.70840 -8.66455
96 H -0.06480 -0.05406 -8.35242
97 H 0.23559 3.90001 -9.17769
98 H -1.02698 3.86237 -7.94779
99 H -1.31494 3.10725 -9.53106
100 C -4.73011 -5.63058 -0.98239
101 O -4.84736 -5.09678 -2.07120
102 N -5.75788 -6.07877 -0.24229
103 C -5.56319 -6.71539 1.04519
104 C -7.10716 -5.92187 -0.76273
105 H -3.74768 -5.79983 -0.50945
106 H -5.95527 -7.73343 1.03070
107 H -6.07581 -6.15498 1.82956
108 H -4.50154 -6.75495 1.27891
109 H -7.20674 -6.43840 -1.71688
110 H -7.33021 -4.86729 -0.92652
111 H -7.81663 -6.33538 -0.05124
112 C 5.33222 2.79132 -3.05629
113 O 6.31919 3.21996 -3.61382
114 N 4.68506 3.42861 -2.05698
115 C 3.51379 2.86531 -1.42412
116 C 5.19462 4.71563 -1.61665
117 H 4.87243 1.82188 -3.31984
118 H 2.65947 3.53934 -1.54585
119 H 3.70023 2.71448 -0.35588
120 H 3.27551 1.90590 -1.87188
121 H 5.19352 5.42717 -2.44246
122 H 6.22078 4.61674 -1.26158
123 H 4.56683 5.09320 -0.81255

Forces on the atoms, in the same order (eV/Å):
-0.2909 0.0944 0.7507
-0.5235 0.2979 0.0305
0.1676 0.0265 -0.4382
0.0117 0.3087 0.1059
-0.1883 0.2832 0.2134
-0.4411 -0.2386 0.4011
-0.0603 0.1075 -0.4848
0.4722 -0.5186 0.4760
0.3537 0.9378 0.0545
0.1982 -0.4647 -0.2341
-0.3718 -0.1039 0.0863
-0.1255 -0.0512 -0.0551
0.1277 -1.0310 -0.8652
-0.4523 0.0902 0.3845
0.1542 0.2184 -0.0044
-0.1100 0.1353 -0.1342
0.6166 -0.2288 -0.5277
0.0186 -0.1796 0.5524
0.1842 -0.1925 0.1128
0.1033 -0.0300 -0.1790
0.1188 -0.0503 -0.1263
0.0955 0.0759 -0.3139
0.0621 0.0693 0.0776
-0.0466 -0.1063 0.2999
-0.0717 0.2879 -0.1412
-0.3560 -0.0716 -0.0919
0.4296 0.1298 -0.1170
-0.1326 -0.0351 -0.1233
0.0088 0.1707 0.0293
-0.0934 -0.0166 0.1819
0.1766 0.0435 0.0154
-0.0654 -0.1161 -0.2073
0.0304 -0.0125 0.0030
-0.0297 -0.0290 0.0123
-0.0419 -0.0265 0.0197
-0.0006 -0.0097 -0.0261
0.0860 0.1047 0.0805
0.0314 0.0320 0.0335
-0.0166 0.0162 0.0116
0.2166 -0.0271 -0.0828
-0.0635 0.0004 0.0321
-0.0667 0.1083 -0.0618
-0.0655 -0.1314 0.2516
0.0836 0.0100 -0.0734
-0.0201 0.0284 0.0114
-0.0458 0.0226 -0.0991
-0.0419 0.0729 -0.0698
0.0243 -0.0049 -0.0039
-0.0058 -0.0373 0.0314
-0.0463 0.0006 0.0650
-0.0110 -0.0149 -0.0480
0.1307 -0.0464 -0.1929
-0.0013 -0.0127 0.0565
-0.1332 -0.0234 -0.0033
-0.0800 -0.1396 0.1863
0.1388 0.0418 -0.0651
-0.0334 -0.0146 -0.0063
-0.0094 0.0235 -0.0732
-0.0131 0.0486 -0.0479
0.0480 0.0714 0.0295
-0.1062 -0.0869 0.1070
-0.0179 0.0016 0.0396
-0.0122 0.0525 -0.0210
0.1085 -0.0076 0.0228
0.0201 0.0508 0.1249
-0.1355 -0.0459 -0.0756
-0.0349 0.2179 0.0108
0.0933 -0.0308 0.0602
-0.0005 0.0111 0.0038
-0.0160 -0.0825 -0.0111
-0.0070 -0.0420 -0.0210
0.0446 -0.0179 -0.0307
-0.0196 0.0288 -0.0118
-0.0122 0.0305 -0.0148
-0.0115 -0.0270 -0.0093
-0.1214 -0.0342 -0.0472
0.0133 -0.0086 0.0117
0.0088 0.1195 0.0311
0.1703 -0.1734 0.0466
-0.0966 -0.0247 -0.0468
0.0175 0.0033 0.0008
-0.0238 0.0933 0.0274
-0.0039 0.0612 -0.0030
-0.0255 -0.0243 -0.0193
0.0255 -0.0174 0.0110
0.0293 -0.0167 0.0056
-0.0027 0.0293 0.0090
0.1588 -0.1076 0.0251
-0.0885 0.0168 0.0736
-0.1119 -0.0174 -0.0756
-0.0105 0.1602 -0.0325
0.0823 -0.0123 0.0709
-0.0182 -0.0156 -0.0692
-0.0076 -0.0514 -0.0063
-0.0016 -0.0460 -0.0121
0.0205 -0.0029 0.0141
-0.0147 0.0252 -0.0122
-0.0120 0.0255 -0.0164
-0.0074 -0.0278 -0.0103
0.1033 -0.0969 -0.0968
-0.0045 0.1062 0.0831
-0.0683 -0.0017 0.1388
-0.1229 0.0262 -0.0989
0.1032 0.0060 -0.0597
-0.0116 0.0022 -0.0034
0.0247 -0.0173 0.0418
0.0209 -0.0250 0.0356
0.0216 0.0008 -0.0146
-0.0316 0.0041 -0.0084
-0.0354 -0.0024 -0.0066
0.0075 -0.0124 0.0269
0.0653 -0.1101 -0.1106
0.0064 0.0263 0.0228
-0.1161 0.0115 0.1219
0.1661 0.2945 -0.0426
0.0438 -0.0764 -0.0949
-0.0110 0.0157 0.0152
-0.0503 -0.0602 0.0583
-0.0946 -0.0458 0.0172
0.0849 -0.0014 0.0900
0.0122 0.0313 0.0189
0.0075 0.0352 0.0082
-0.0279 -0.0106 0.0088

Löwdin atomic charge list, values in e, 2 entries: atom 1 (N): 0.18, atom 2 (B): -0.84

=====

Question: What is the formula in the second record?
Answer: C6H10O

=====

Question: Which formula does entry 2 have?
Answer: C6H10O

=====

Question: What is the spin multiplicity in the first record?
Answer: 5